No. 1
The following is a DFT calculation (ωB97M-V/def2-TZVPD) of a 16-piece molecular cluster, C56H127N4O22S5 overall in a non-equilibrium geometry.

Multiplicity ... 2
HOMO (spin up / spin down) ... -1.565 / -8.511 eV

Geometry as XYZ:
```
214
C56H127N4O22S5 (ωB97M-V/def2-TZVPD)
C -0.94 -0.51 3.43
C -1.26 0.71 2.58
C -1.20 0.72 1.09
C 0.25 0.89 0.57
N 0.42 0.67 -0.96
C 0.16 -0.76 -1.42
C 1.14 -1.06 -2.60
C 2.16 0.12 -2.67
C 1.97 0.85 -1.34
C -0.38 1.70 -1.77
H -1.31 -0.59 4.45
H 0.13 -0.69 3.31
H -1.41 -1.37 2.96
H -0.86 1.62 3.02
H -2.31 0.84 2.81
H -1.88 1.42 0.61
H -1.52 -0.29 0.80
H 0.81 0.10 1.07
H 0.62 1.88 0.83
H -0.89 -0.65 -1.69
H 0.37 -1.39 -0.55
H 0.62 -1.05 -3.55
H 1.62 -2.03 -2.47
H 1.98 0.79 -3.51
H 3.13 -0.39 -2.62
H 2.26 1.90 -1.40
H 2.51 0.43 -0.49
H -1.44 1.58 -1.54
H -0.30 1.57 -2.85
H 0.03 2.62 -1.34
C 3.37 4.78 -2.50
S 1.60 5.27 -2.51
O 0.78 4.47 -3.53
C 1.92 6.98 -3.23
H 3.84 4.95 -3.47
H 3.45 3.71 -2.30
H 3.83 5.28 -1.64
H 0.95 7.44 -3.44
H 2.39 6.86 -4.21
H 2.57 7.54 -2.56
C 2.71 1.07 3.60
S 3.61 -0.54 3.36
O 2.51 -1.52 2.96
C 4.62 0.06 1.94
H 2.57 1.69 2.71
H 3.30 1.65 4.31
H 1.78 0.86 4.13
H 4.11 0.31 1.01
H 5.22 -0.82 1.69
H 5.27 0.90 2.18
C -1.17 -1.50 -6.19
S -2.72 -0.54 -6.30
O -3.79 -1.40 -6.90
C -3.12 -0.51 -4.54
H -0.78 -1.88 -7.14
H -1.40 -2.35 -5.56
H -0.35 -0.91 -5.79
H -4.00 0.03 -4.20
H -2.29 -0.08 -3.97
H -3.15 -1.53 -4.15
C -5.18 1.13 0.58
S -4.45 1.04 -1.10
O -3.47 -0.15 -1.23
C -5.92 0.77 -2.11
H -5.93 1.92 0.56
H -4.40 1.48 1.25
H -5.72 0.23 0.87
H -5.67 0.46 -3.12
H -6.52 1.67 -2.24
H -6.64 0.03 -1.74
C 2.94 4.61 3.05
S 2.83 4.49 1.21
O 2.93 3.03 0.72
C 0.98 4.88 1.14
H 2.30 3.99 3.68
H 2.85 5.64 3.39
H 3.90 4.25 3.40
H 0.67 5.32 0.19
H 0.69 5.73 1.76
H 0.34 4.08 1.51
C 0.13 1.60 6.68
O 1.13 2.34 6.60
N -0.36 1.01 7.80
C -1.40 0.00 7.70
C 0.19 1.25 9.14
H -0.51 1.32 5.82
H -1.08 -0.99 8.02
H -1.71 -0.25 6.69
H -2.37 0.26 8.13
H 0.41 0.34 9.70
H 1.13 1.78 9.04
H -0.38 1.84 9.86
C 5.71 -1.73 -1.18
O 5.09 -0.68 -1.00
N 5.27 -2.92 -0.76
C 4.06 -3.09 0.04
C 5.93 -4.23 -1.00
H 6.68 -1.82 -1.69
H 3.20 -3.35 -0.57
H 3.89 -2.15 0.57
H 4.28 -3.83 0.81
H 6.18 -4.84 -0.13
H 5.32 -4.79 -1.71
H 6.95 -4.14 -1.38
C -0.49 -4.28 -3.71
O -1.73 -4.24 -3.55
N 0.29 -4.64 -2.64
C -0.23 -4.57 -1.24
C 1.71 -4.94 -2.72
H 0.02 -4.22 -4.68
H -0.29 -5.58 -0.82
H -1.26 -4.21 -1.23
H 0.35 -3.95 -0.56
H 2.04 -5.04 -3.75
H 2.25 -4.12 -2.24
H 1.89 -5.79 -2.06
O 6.33 -0.09 -6.83
C 6.98 -0.49 -5.87
O 6.81 -0.08 -4.50
C 5.67 0.57 -4.09
C 6.20 1.68 -3.13
C 8.35 -1.29 -6.11
H 4.99 -0.12 -3.59
H 4.99 0.94 -4.85
H 5.45 2.42 -2.84
H 7.05 2.24 -3.52
H 6.52 1.13 -2.25
H 9.10 -1.22 -5.32
H 8.80 -1.01 -7.06
H 8.02 -2.32 -6.17
O 0.02 1.78 -5.49
C 0.71 2.38 -6.36
O 0.34 2.37 -7.62
C -0.76 1.50 -8.01
C -0.83 1.59 -9.52
C 2.02 3.17 -6.10
H -1.65 1.81 -7.47
H -0.51 0.50 -7.66
H -1.68 0.99 -9.84
H 0.12 1.17 -9.84
H -0.93 2.57 -9.99
H 2.59 3.25 -7.03
H 2.65 2.69 -5.37
H 1.78 4.17 -5.73
O 3.05 0.29 -6.19
C 2.82 -0.60 -7.03
O 2.65 -0.43 -8.35
C 3.06 0.84 -8.87
C 3.15 0.79 -10.41
C 2.93 -2.04 -6.59
H 4.05 1.18 -8.55
H 2.40 1.64 -8.55
H 3.65 1.56 -10.99
H 2.10 0.74 -10.70
H 3.71 -0.10 -10.69
H 3.34 -2.00 -5.58
H 3.58 -2.65 -7.22
H 1.92 -2.45 -6.61
O -2.05 -5.06 1.97
C -1.34 -4.03 1.88
O -1.69 -2.99 1.16
C -2.94 -2.90 0.49
C -4.09 -2.48 1.42
C -0.10 -3.92 2.72
H -3.25 -3.81 -0.03
H -2.85 -2.11 -0.24
H -4.60 -3.41 1.67
H -4.85 -1.82 0.98
H -3.80 -2.09 2.39
H 0.76 -3.74 2.08
H 0.22 -4.80 3.26
H -0.16 -3.05 3.38
O -2.70 2.53 5.46
C -3.40 3.45 5.00
O -4.03 4.38 5.68
C -3.74 4.70 7.02
C -4.71 5.77 7.46
C -3.54 3.70 3.52
H -2.70 5.03 7.06
H -3.91 3.78 7.58
H -4.76 6.70 6.90
H -4.57 6.00 8.51
H -5.67 5.28 7.31
H -3.85 2.74 3.11
H -2.59 3.97 3.05
H -4.27 4.51 3.41
O -5.36 0.91 6.71
C -5.09 -0.23 6.23
O -5.18 -1.45 6.85
C -5.71 -1.47 8.15
C -5.63 -2.93 8.70
C -4.51 -0.29 4.87
H -6.73 -1.10 8.11
H -5.11 -0.91 8.87
H -5.94 -3.10 9.73
H -4.60 -3.28 8.81
H -6.18 -3.65 8.10
H -5.15 -0.97 4.31
H -3.50 -0.68 4.99
H -4.47 0.66 4.33
O -2.02 -3.05 5.56
C -2.59 -4.10 5.99
O -3.79 -4.46 5.60
C -4.42 -3.89 4.43
C -5.96 -3.90 4.55
C -2.05 -4.96 7.18
H -4.11 -4.41 3.52
H -4.17 -2.85 4.25
H -6.34 -3.44 5.47
H -6.26 -4.95 4.62
H -6.48 -3.35 3.77
H -1.37 -4.45 7.86
H -1.61 -5.87 6.76
H -2.98 -5.10 7.73
```

=====

No. 2
The following is a DFT calculation (ωB97M-V/def2-TZVPD) of a 9-piece molecular cluster, C56H140BF10N7O7P overall in a non-equilibrium geometry.

HOMO ... -18.326 eV
Charge ... +5

Geometry as XYZ:
```
222
C56H140BF10N7O7P (ωB97M-V/def2-TZVPD)
C 22.93 35.44 -22.81
C 22.35 34.98 -21.49
N 23.03 35.39 -20.15
C 22.45 34.60 -18.89
C 24.55 35.15 -20.28
C 24.93 33.75 -20.76
C 22.78 36.92 -20.04
C 23.65 37.60 -19.03
O 23.45 37.23 -17.70
C 23.90 38.29 -16.85
H 22.24 35.24 -23.63
H 23.92 34.99 -22.95
H 22.99 36.51 -22.96
H 22.19 33.90 -21.42
H 21.35 35.40 -21.41
H 21.43 34.95 -18.84
H 23.06 34.78 -18.01
H 22.53 33.53 -19.10
H 24.94 35.31 -19.27
H 25.05 35.93 -20.85
H 25.98 33.68 -21.06
H 24.29 33.30 -21.52
H 24.89 33.02 -19.95
H 21.72 37.02 -19.79
H 23.11 37.36 -20.98
H 23.31 38.64 -19.01
H 24.69 37.65 -19.37
H 24.93 38.63 -16.78
H 23.85 37.96 -15.81
H 23.21 39.13 -16.83
C 23.56 30.30 -18.50
C 23.70 30.10 -19.97
N 23.79 28.57 -20.40
C 24.81 27.90 -19.38
C 22.30 28.00 -20.29
C 22.10 26.56 -20.86
C 24.36 28.39 -21.84
C 23.50 28.93 -22.98
O 23.47 30.34 -22.88
C 22.31 30.95 -23.47
H 24.48 30.32 -17.92
H 22.79 29.68 -18.02
H 23.11 31.28 -18.37
H 24.52 30.68 -20.40
H 22.83 30.55 -20.44
H 25.12 26.94 -19.77
H 24.30 27.86 -18.41
H 25.65 28.59 -19.29
H 21.70 28.77 -20.80
H 21.93 28.05 -19.27
H 21.56 26.05 -20.06
H 23.02 25.99 -20.84
H 21.64 26.38 -21.83
H 24.71 27.39 -22.13
H 25.35 28.85 -21.93
H 22.55 28.42 -23.02
H 23.97 28.59 -23.90
H 21.46 30.59 -22.88
H 22.13 30.65 -24.51
H 22.52 32.02 -23.46
C 28.71 37.36 -27.47
C 27.47 37.32 -26.53
N 27.01 35.91 -26.01
C 25.64 36.02 -25.28
C 26.85 34.99 -27.27
C 26.13 35.51 -28.57
C 28.13 35.41 -24.99
C 27.69 34.16 -24.19
O 27.29 33.08 -25.03
C 26.73 32.06 -24.24
H 28.87 38.40 -27.74
H 28.45 36.85 -28.40
H 29.57 36.96 -26.94
H 26.59 37.64 -27.10
H 27.70 38.00 -25.71
H 25.23 35.07 -24.94
H 24.92 36.44 -25.98
H 25.72 36.82 -24.54
H 26.41 34.01 -27.07
H 27.83 34.67 -27.62
H 26.70 36.22 -29.17
H 25.13 35.92 -28.42
H 26.02 34.60 -29.16
H 28.30 36.18 -24.25
H 29.02 35.10 -25.54
H 26.89 34.34 -23.47
H 28.52 33.88 -23.55
H 27.14 31.80 -23.27
H 26.71 31.05 -24.65
H 25.67 32.22 -24.08
C 30.86 31.73 -23.57
C 30.67 30.26 -24.24
N 30.54 30.27 -25.82
C 29.41 31.21 -26.30
C 31.81 30.84 -26.51
C 33.17 30.29 -26.14
C 30.33 28.85 -26.44
C 29.29 27.99 -25.83
O 28.15 28.72 -25.54
C 27.16 27.96 -24.83
H 31.16 31.66 -22.52
H 29.98 32.36 -23.64
H 31.76 32.18 -23.99
H 29.73 29.86 -23.87
H 31.39 29.50 -23.98
H 29.68 32.21 -25.94
H 28.48 30.96 -25.79
H 29.29 31.10 -27.38
H 31.71 31.93 -26.46
H 31.60 30.65 -27.57
H 33.87 30.56 -26.93
H 33.10 29.20 -26.10
H 33.37 30.76 -25.18
H 31.26 28.28 -26.36
H 30.16 28.92 -27.51
H 29.60 27.60 -24.86
H 29.06 27.11 -26.43
H 26.30 28.56 -24.52
H 27.57 27.43 -23.97
H 26.75 27.22 -25.51
C 30.33 36.89 -21.56
C 31.12 36.28 -20.41
N 30.58 34.91 -19.92
C 31.02 33.87 -21.05
C 31.33 34.66 -18.60
C 30.92 33.34 -17.93
C 29.00 34.86 -19.82
C 28.28 35.99 -19.05
O 28.78 36.29 -17.84
C 28.45 37.57 -17.30
H 29.99 36.16 -22.29
H 30.98 37.59 -22.09
H 29.53 37.53 -21.18
H 31.22 37.03 -19.63
H 32.13 36.06 -20.77
H 30.59 34.04 -22.03
H 30.54 32.98 -20.66
H 32.11 33.81 -21.14
H 31.24 35.41 -17.81
H 32.39 34.74 -18.84
H 30.00 32.85 -18.25
H 30.87 33.38 -16.84
H 31.67 32.57 -18.11
H 28.71 33.88 -19.45
H 28.70 34.85 -20.87
H 27.29 35.58 -18.84
H 28.16 36.84 -19.72
H 27.41 37.79 -17.56
H 29.26 38.25 -17.56
H 28.46 37.59 -16.21
C 27.76 25.05 -20.37
C 28.39 26.34 -21.05
N 29.95 26.49 -20.87
C 30.41 27.77 -21.67
C 30.26 26.64 -19.38
C 31.62 27.30 -19.06
C 30.74 25.28 -21.39
C 30.81 25.09 -22.91
O 29.48 24.87 -23.46
C 29.52 24.57 -24.92
H 26.73 24.92 -20.71
H 27.77 24.99 -19.28
H 28.26 24.16 -20.76
H 27.85 27.24 -20.78
H 28.29 26.29 -22.14
H 29.71 27.99 -22.47
H 31.41 27.74 -22.11
H 30.17 28.54 -20.93
H 30.05 25.72 -18.83
H 29.47 27.26 -18.95
H 31.99 27.15 -18.05
H 31.50 28.38 -19.22
H 32.49 26.97 -19.63
H 30.48 24.34 -20.90
H 31.72 25.55 -21.00
H 31.38 24.17 -22.99
H 31.40 25.90 -23.34
H 28.52 24.48 -25.34
H 29.99 23.61 -25.15
H 29.92 25.46 -25.41
C 29.50 29.72 -16.90
C 29.13 30.58 -15.74
N 27.94 30.05 -14.76
C 27.70 31.09 -13.63
C 26.69 30.04 -15.70
C 25.33 29.67 -15.06
C 28.24 28.67 -14.15
C 29.45 28.55 -13.26
O 30.63 28.40 -14.10
C 31.92 28.37 -13.37
H 28.73 29.49 -17.64
H 29.71 28.69 -16.60
H 30.32 30.14 -17.49
H 28.83 31.59 -16.05
H 29.98 30.64 -15.06
H 28.62 31.23 -13.05
H 26.92 30.72 -12.97
H 27.41 32.01 -14.13
H 26.95 29.24 -16.39
H 26.65 30.93 -16.33
H 24.57 29.70 -15.85
H 25.17 30.47 -14.34
H 25.43 28.69 -14.58
H 28.31 27.97 -14.98
H 27.33 28.35 -13.65
H 29.29 27.62 -12.72
H 29.56 29.29 -12.47
H 31.96 28.98 -12.46
H 32.70 28.65 -14.06
H 32.22 27.43 -12.90
P 33.59 30.50 -20.90
F 33.40 30.62 -22.54
F 33.42 28.87 -20.95
F 35.25 30.39 -21.04
F 33.73 30.47 -19.31
F 33.80 32.13 -20.83
F 31.99 30.61 -20.70
B 27.77 30.27 -20.96
F 26.81 31.24 -20.79
F 27.57 29.39 -22.10
F 29.02 30.81 -20.90
F 27.74 29.52 -19.83
```

=====

Which formula does entry 2 have?
C56H140BF10N7O7P

=====

Number 2 is which compound?
C56H140BF10N7O7P